Entry from OMol25: a structure of composition C36H56AlCaCl4Cs2F6KN2O7PS at a distorted geometry (ωB97M-V/def2-TZVPD).

Values from the calculation:
Molecular weight in g/mol: 1319.7
Relative energy (zero: lowest compared OMol25 entry of this formula, charge and spin) in eV: 0.000
Net charge: +1
E in hartree: -6780.62774

```
118
C36H56AlCaCl4Cs2F6KN2O7PS (ωB97M-V/def2-TZVPD)
C -0.837 1.532 -1.299
C -0.421 1.390 0.196
C -0.205 -0.142 0.528
P 1.139 -0.778 1.779
C 1.710 -2.286 0.691
C 1.905 -3.679 1.299
C 2.545 -4.612 0.258
O 1.656 -4.851 -0.822
C 2.375 0.291 0.718
C 2.455 0.465 -0.821
C 2.239 -0.563 -1.943
C 3.429 -1.485 -2.256
O 3.327 -1.868 -3.623
C 2.670 -3.114 -3.791
C 2.689 -1.185 2.931
C 3.606 -0.217 3.711
S 3.836 1.567 3.392
C 4.959 1.812 2.097
N 5.855 1.036 1.593
N 6.428 1.747 0.544
C 5.851 2.883 0.507
O 4.890 3.018 1.474
C -0.132 -1.975 2.688
C -1.335 -2.498 1.972
C -2.594 -2.156 2.525
C -3.787 -2.529 1.961
C -3.825 -3.264 0.764
C -5.137 -3.614 0.158
C -2.596 -3.626 0.202
C -1.401 -3.259 0.790
C 0.545 0.658 2.933
F -0.895 0.853 2.943
C 0.752 0.533 4.487
C -0.466 0.984 5.324
H -1.667 2.236 -1.395
H -1.206 0.585 -1.708
H -0.034 1.943 -1.936
H -1.304 1.851 0.723
H 0.419 2.108 0.365
H -1.231 -0.378 0.829
H -0.145 -0.617 -0.450
H 1.098 -2.410 -0.204
H 2.699 -2.046 0.291
H 0.995 -4.194 1.610
H 2.589 -3.719 2.151
H 3.490 -4.164 -0.075
H 2.814 -5.541 0.771
H 1.571 -5.801 -0.932
H 2.354 1.335 1.075
H 3.386 -0.015 0.994
H 1.933 1.381 -1.129
H 3.486 0.798 -1.022
H 1.357 -1.213 -1.941
H 2.162 0.012 -2.872
H 4.377 -0.961 -2.116
H 3.379 -2.398 -1.658
H 2.425 -3.241 -4.842
H 3.311 -3.941 -3.469
H 1.733 -3.155 -3.229
H 2.370 -1.908 3.689
H 3.377 -1.772 2.327
H 4.627 -0.608 3.732
H 3.362 -0.214 4.773
H 6.028 3.696 -0.174
H -0.573 -1.433 3.533
H 0.356 -2.785 3.242
H -2.618 -1.562 3.432
H -4.724 -2.257 2.432
H -5.058 -4.378 -0.612
H -5.841 -3.958 0.919
H -5.601 -2.742 -0.310
H -2.578 -4.192 -0.721
H -0.501 -3.591 0.298
H 0.915 1.673 2.663
H 0.903 -0.504 4.787
H 1.558 1.157 4.879
H -0.129 0.992 6.366
H -0.789 2.000 5.103
H -1.287 0.275 5.283
Cs 0.803 3.200 1.729
F -4.847 -0.469 -3.099
Al -5.706 -1.988 -3.329
F -4.605 -3.235 -3.148
F -6.384 -1.986 -4.852
F -6.907 -2.071 -2.145
C -4.157 -3.044 -7.716
Cl -4.966 -4.379 -6.907
Cl -5.320 -1.988 -8.520
Cl -3.158 -2.128 -6.583
H -3.502 -3.456 -8.472
C 7.428 8.460 1.597
C 6.882 7.215 1.874
C 5.798 6.744 1.118
C 5.261 7.544 0.079
C 5.831 8.784 -0.200
C 6.911 9.247 0.546
H 8.266 8.824 2.186
H 7.291 6.610 2.675
H 5.357 5.772 1.343
H 4.425 7.187 -0.508
H 5.429 9.391 -1.002
H 7.345 10.217 0.328
Ca 4.305 7.673 2.672
C -9.965 -0.753 -0.959
C -11.057 -1.666 -1.466
O -12.222 -0.882 -1.271
C -11.852 0.429 -1.341
O -12.602 1.336 -1.467
O -10.505 0.542 -1.251
F -11.158 -2.802 -0.734
H -9.829 -0.852 0.119
H -9.011 -0.903 -1.460
H -10.973 -1.930 -2.521
Cl -5.535 1.315 -2.337
O -0.315 -1.027 -4.887
H -1.100 -1.420 -5.276
Cs 0.114 0.968 -3.995
K 9.214 8.109 -0.202
```

Entry from OMol25: a structure of composition C36H56KO16S4Sn at a distorted geometry (ωB97M-V/def2-TZVPD).

Values from the calculation:
Molecular weight in g/mol: 1030.9
Relative energy (zero: lowest compared OMol25 entry of this formula, charge and spin) in eV: 0.000
Net charge: +1
E in hartree: -5015.88119

```
114
C36H56KO16S4Sn (ωB97M-V/def2-TZVPD)
Sn 1.849 -4.774 2.653
K 4.455 -1.306 3.234
C 0.940 -2.215 -0.639
C 0.377 -0.896 -0.676
C 0.522 -0.004 0.549
O 0.243 1.179 0.530
C 1.115 -0.540 1.737
C 1.579 -1.833 1.725
C 1.489 -2.725 0.506
O 1.931 -3.946 0.729
O 2.076 -2.337 2.775
O -0.191 -0.516 -1.679
H 0.867 -2.924 -1.454
H 1.272 0.125 2.574
C 2.746 3.401 2.963
S 4.332 2.639 2.592
O 4.435 1.587 3.679
C 3.921 1.856 1.037
H 2.824 4.108 3.791
H 2.113 2.579 3.294
H 2.377 4.004 2.135
H 4.819 1.440 0.579
H 3.617 2.618 0.319
H 3.146 1.099 1.164
C -1.010 -5.125 -0.130
S -2.020 -4.780 1.321
O -1.115 -4.061 2.316
C -3.019 -3.481 0.579
H -0.482 -4.245 -0.488
H -1.670 -5.507 -0.909
H -0.305 -5.896 0.186
H -3.677 -3.009 1.302
H -3.590 -3.859 -0.270
H -2.393 -2.677 0.181
C 4.781 -2.728 -1.260
S 4.891 -1.869 -2.841
O 3.981 -2.490 -3.832
C 4.149 -0.289 -2.280
H 5.114 -2.051 -0.471
H 5.437 -3.596 -1.205
H 3.764 -3.073 -1.058
H 3.769 0.338 -3.080
H 4.981 0.270 -1.848
H 3.382 -0.535 -1.543
C 1.670 2.631 -2.099
S 2.929 3.975 -2.168
O 4.221 3.209 -2.110
C 2.648 4.328 -3.939
H 0.828 3.001 -2.682
H 1.334 2.566 -1.063
H 2.089 1.681 -2.405
H 3.550 4.764 -4.360
H 1.828 5.039 -4.075
H 2.312 3.457 -4.503
C -6.744 -1.050 -1.500
C -5.957 -1.188 -0.369
C -4.585 -1.216 -0.585
C -4.022 -1.115 -1.851
C -4.845 -1.134 -2.967
C -6.221 -1.165 -2.796
H -7.827 -1.007 -1.467
H -6.371 -1.104 0.627
H -3.873 -1.274 0.232
H -2.943 -1.231 -1.838
H -4.411 -1.058 -3.957
H -6.905 -1.029 -3.623
O -3.650 4.109 -1.549
C -3.286 3.343 -2.385
O -3.903 3.175 -3.574
C -3.345 2.074 -4.310
C -2.004 1.842 -3.624
C -2.173 2.312 -2.185
H -3.313 2.284 -5.377
H -4.033 1.226 -4.227
H -1.352 2.551 -4.145
H -1.603 0.836 -3.729
H -1.316 2.895 -1.858
H -2.468 1.536 -1.485
O -0.809 0.654 -7.105
C -0.282 0.078 -6.228
O 0.922 0.484 -5.742
C 1.404 -0.306 -4.648
C 0.629 -1.601 -4.821
C -0.671 -1.194 -5.486
H 1.198 0.170 -3.684
H 2.482 -0.441 -4.664
H 0.446 -2.096 -3.869
H 1.195 -2.245 -5.496
H -1.404 -0.973 -4.705
H -1.120 -1.913 -6.165
O -4.996 -1.132 3.563
C -3.826 -0.913 3.623
O -2.890 -1.861 3.412
C -1.575 -1.264 3.297
C -1.696 0.119 3.943
C -3.208 0.417 3.988
H -1.228 -1.232 2.267
H -0.960 -1.970 3.852
H -1.178 0.925 3.422
H -1.236 0.114 4.933
H -3.379 1.129 3.185
H -3.529 0.685 4.989
O -0.092 1.441 9.027
C 0.719 1.591 8.184
O 0.491 1.086 6.945
C 1.510 1.544 6.064
C 2.741 1.739 6.923
C 2.141 2.178 8.278
H 1.128 2.494 5.666
H 1.652 0.878 5.215
H 3.439 2.434 6.463
H 3.209 0.758 7.027
H 2.019 3.254 8.395
H 2.678 1.745 9.116
```

Entry from OMol25: a cluster of 16 separate species, C36H56N18OPS2 in total at a distorted geometry (ωB97M-V/def2-TZVPD).

Values from the calculation:
Molecular weight in g/mol: 852.1
Net charge: +1
E in hartree: -3603.29077

```
114
C36H56N18OPS2 (ωB97M-V/def2-TZVPD)
C 4.914 -2.304 0.622
C 4.255 -1.045 1.083
C 2.900 -1.069 2.001
C 1.537 -0.542 1.274
C 0.131 -1.133 1.883
N -0.943 -0.468 1.049
P -2.687 -0.743 1.300
N -3.238 -1.622 -0.172
O -2.808 -1.848 2.669
C -0.257 0.438 0.034
S -1.016 1.551 -1.271
N 1.254 0.433 0.158
S 2.456 1.331 -0.733
H 4.804 -3.295 1.241
H 5.484 -2.236 -0.421
H 4.710 0.023 0.806
H 3.031 -0.494 3.033
H 2.711 -2.214 2.284
H -0.098 -1.873 2.761
H -3.436 -2.597 0.178
H -2.395 -1.717 -0.814
H -2.273 -2.668 2.381
H -1.028 0.809 -2.493
H 2.412 2.702 -0.378
C -0.886 2.719 2.644
C -0.124 3.746 3.373
N 0.478 4.558 3.950
H -0.849 2.881 1.561
H -0.495 1.714 2.834
H -1.942 2.716 2.935
C -5.086 -6.101 0.064
C -4.324 -5.074 0.793
N -3.722 -4.262 1.370
H -5.049 -5.939 -1.019
H -4.695 -7.106 0.254
H -6.142 -6.104 0.355
C -1.113 -7.749 -0.913
C -2.422 -8.271 -1.339
N -3.456 -8.683 -1.677
H -1.219 -6.919 -0.205
H -0.511 -8.520 -0.419
H -0.529 -7.378 -1.762
C -4.062 -11.297 -4.280
C -4.609 -12.630 -3.977
N -5.041 -13.684 -3.738
H -4.776 -10.686 -4.843
H -3.812 -10.746 -3.368
H -3.148 -11.362 -4.880
C 8.127 -0.116 0.173
C 7.917 -1.239 -0.756
N 7.751 -2.126 -1.490
H 9.173 0.210 0.184
H 7.520 0.754 -0.099
H 7.863 -0.386 1.201
C -0.462 2.253 -5.764
C -1.009 0.920 -5.461
N -1.441 -0.134 -5.221
H -1.176 2.864 -6.326
H -0.212 2.804 -4.851
H 0.452 2.188 -6.363
C 7.668 4.018 2.122
C 7.944 2.607 2.439
N 8.162 1.492 2.689
H 6.601 4.251 2.207
H 8.202 4.696 2.796
H 7.974 4.271 1.101
C -3.470 -4.588 -3.524
C -2.162 -4.953 -2.957
N -1.128 -5.242 -2.508
H -3.995 -5.461 -3.926
H -4.125 -4.135 -2.772
H -3.370 -3.867 -4.342
C 1.929 5.177 -3.836
C 0.492 5.453 -3.995
N -0.644 5.672 -4.120
H 2.522 5.649 -4.626
H 2.310 5.549 -2.879
H 2.141 4.103 -3.872
C -6.873 -1.380 -0.630
C -7.083 -2.503 -1.559
N -7.249 -3.390 -2.293
H -5.827 -1.055 -0.619
H -7.480 -0.511 -0.902
H -7.137 -1.650 0.398
C 9.638 -5.117 -2.496
C 9.890 -6.505 -2.074
N 10.089 -7.602 -1.740
H 10.544 -4.505 -2.436
H 9.283 -5.068 -3.531
H 8.879 -4.635 -1.871
C -1.749 6.293 0.731
C -0.621 5.729 -0.029
N 0.270 5.283 -0.630
H -1.610 6.172 1.811
H -1.871 7.364 0.539
H -2.696 5.807 0.471
C -1.038 9.149 4.099
C -2.080 8.165 3.761
N -2.903 7.387 3.495
H -0.365 8.775 4.877
H -0.421 9.399 3.230
H -1.471 10.085 4.468
C -6.313 8.711 1.273
C -4.990 8.471 0.674
N -3.944 8.281 0.201
H -6.590 7.918 1.975
H -6.342 9.656 1.825
H -7.099 8.758 0.511
C 0.182 3.961 7.052
C -0.007 4.383 8.450
N -0.157 4.717 9.554
H 0.866 4.628 6.517
H 0.600 2.951 6.987
H -0.763 3.956 6.499
```

Entry from OMol25: a structure of composition C36H56N3OP2Sn at a distorted geometry (ωB97M-V/def2-TZVPD).

Values from the calculation:
Molecular weight in g/mol: 727.5
Relative energy (zero: lowest compared OMol25 entry of this formula, charge and spin) in eV: 1.916
Net charge: +3
E in hartree: -2540.76774

```
99
C36H56N3OP2Sn (ωB97M-V/def2-TZVPD)
C 0.653 2.490 -2.222
C 0.683 2.781 0.116
C 1.194 3.755 -2.434
C 1.343 4.010 -0.050
C 1.646 4.486 -1.332
H 1.203 4.182 -3.448
H 1.727 4.469 0.851
H 2.168 5.433 -1.437
N 0.559 1.973 -0.980
P -0.167 -0.086 -3.029
P -0.013 1.054 2.502
C 0.012 1.722 -3.374
H -0.992 2.145 -3.574
H 0.603 1.911 -4.284
C 0.018 2.538 1.406
H 0.287 3.430 2.098
C -0.714 2.011 4.026
C 1.404 -0.148 3.088
C -1.873 -0.652 -3.545
C 1.265 -0.814 -3.989
C -2.035 1.279 4.274
H -1.860 0.228 4.553
H -2.583 1.774 5.094
H -2.671 1.285 3.376
C 0.171 2.023 5.274
H 0.410 1.026 5.658
H 1.101 2.585 5.096
H -0.387 2.558 6.062
C -0.996 3.504 3.726
H -1.684 3.932 4.477
H -0.071 4.106 3.754
H -1.450 3.625 2.732
C 0.713 -1.125 4.063
H -0.136 -1.618 3.564
H 1.420 -1.908 4.379
H 0.330 -0.644 4.970
C 1.923 -0.966 1.894
H 1.127 -1.609 1.480
H 2.321 -0.321 1.094
H 2.744 -1.629 2.227
C 2.589 0.616 3.689
H 2.347 1.140 4.619
H 3.402 -0.098 3.924
H 2.980 1.353 2.969
C 1.193 -2.348 -3.901
H 2.048 -2.755 -4.469
H 1.280 -2.708 -2.861
H 0.276 -2.750 -4.361
C 2.580 -0.335 -3.342
H 2.663 0.762 -3.339
H 2.716 -0.715 -2.317
H 3.411 -0.723 -3.953
C 1.229 -0.345 -5.449
H 2.044 -0.850 -5.985
H 0.295 -0.604 -5.953
H 1.392 0.735 -5.544
C -2.899 0.393 -3.076
H -2.786 1.347 -3.611
H -3.910 0.011 -3.292
H -2.830 0.578 -1.995
C -2.183 -1.997 -2.856
H -2.139 -1.937 -1.759
H -3.203 -2.297 -3.139
H -1.502 -2.794 -3.180
C -1.969 -0.810 -5.069
H -1.702 0.122 -5.592
H -1.354 -1.643 -5.438
H -3.018 -1.043 -5.315
Sn -0.176 -0.176 -0.443
C 2.635 -2.583 -0.754
O 2.996 -3.283 0.068
N -1.836 1.035 0.143
C -1.793 2.064 0.894
C -3.239 2.792 0.947
C -3.387 4.075 1.765
C -3.645 3.128 -0.498
C -4.281 1.787 1.467
H -3.359 3.903 2.859
H -2.663 4.871 1.495
H -4.407 4.484 1.556
H -3.691 2.158 -1.026
H -4.657 3.602 -0.468
H -2.897 3.782 -0.990
H -5.276 2.220 1.217
H -4.108 0.854 0.905
H -4.178 1.595 2.551
N -1.371 -2.248 0.552
C -1.078 -3.367 0.773
C -0.699 -4.714 0.977
C 0.155 -5.349 0.056
C 0.523 -6.685 0.254
C 0.047 -7.372 1.383
C -0.801 -6.736 2.290
C -1.184 -5.414 2.091
H 0.515 -4.799 -0.823
H 1.176 -7.181 -0.471
H 0.349 -8.410 1.539
H -1.168 -7.276 3.162
H -1.855 -4.907 2.776
```

no.,frontier orbital gap (eV)
1,1.8
2,5.8
3,7.4
4,4.8